[1]
Computed, not measured: a structure of composition C28H25IrN7OS2, with wB97M-V/def2-TZVPD.

The geometry in XYZ format:
```
64
Properties=species:S:1:pos:R:3:forces:R:3
Ir -0.318 0.132 2.164 0.6 -0.7 -0.2
C -5.600 -0.368 2.549 0.0 0.1 0.0
C -4.840 -1.152 1.690 0.0 0.0 0.0
C -3.637 -0.671 1.195 0.0 0.0 -0.1
C -3.205 0.604 1.551 -0.1 0.1 -0.2
C -3.952 1.384 2.427 0.1 0.1 0.0
C -5.152 0.894 2.918 0.0 -0.1 0.0
N -1.932 1.031 1.056 -0.2 0.4 0.3
C -1.723 2.126 0.402 -0.1 -0.5 0.1
C -2.707 3.084 -0.005 -0.1 0.2 -0.2
C -2.304 4.264 -0.512 -0.1 0.0 0.0
C -0.902 4.636 -0.667 -0.1 0.0 0.0
C 0.068 3.768 -0.403 0.1 0.0 -0.1
C -0.246 2.362 0.029 0.2 0.0 0.3
N 0.503 1.888 1.185 -0.1 -0.1 -0.2
N 1.440 2.633 1.706 0.1 0.0 0.0
C 1.843 2.132 2.906 -0.1 -0.2 0.1
C 2.891 2.762 3.597 0.1 0.1 0.1
C 3.276 2.290 4.824 0.0 0.1 -0.1
C 2.618 1.183 5.384 0.1 0.0 0.0
C 1.607 0.606 4.667 -0.1 0.1 -0.2
N 1.220 1.047 3.451 0.0 0.2 0.1
H -6.542 -0.739 2.929 0.0 0.0 0.0
H -5.189 -2.134 1.400 0.0 0.0 0.0
H -3.039 -1.256 0.504 0.0 0.0 0.0
H -3.586 2.357 2.734 0.0 0.0 0.0
H -5.738 1.501 3.595 0.0 0.0 0.0
H -3.756 2.867 0.137 0.0 0.0 0.0
H -3.058 4.990 -0.792 0.0 0.0 0.0
H -0.662 5.632 -1.013 0.0 0.0 0.0
H 1.115 4.008 -0.525 0.0 0.0 0.1
H 3.364 3.615 3.132 0.0 0.0 0.0
H 4.081 2.772 5.363 0.0 0.0 0.0
H 2.887 0.793 6.354 0.0 0.0 0.0
H 1.066 -0.245 5.065 0.0 0.0 0.0
N -0.626 -1.952 3.378 -0.2 0.1 0.1
N 0.401 -2.866 3.110 0.0 0.0 0.1
C 1.102 -2.799 1.965 -0.1 0.2 -0.2
N 1.954 -3.790 1.730 0.2 -0.1 0.0
S 0.930 -1.539 0.833 0.0 0.0 0.2
H -0.679 -1.799 4.380 0.0 0.0 0.0
H -1.520 -2.328 3.063 0.0 0.0 0.1
H 0.474 -3.680 3.705 0.0 0.0 0.0
H 2.120 -4.538 2.386 0.0 0.0 0.0
H 2.554 -3.730 0.923 -0.1 0.0 0.1
C 3.690 -4.088 -7.679 -0.1 0.0 0.0
C 3.268 -3.226 -6.528 0.7 0.0 0.0
O 3.891 -2.988 -5.546 -0.3 0.0 -0.2
S 1.538 -2.600 -6.779 -0.4 0.2 0.6
C 1.247 -1.627 -5.378 0.2 -0.4 -0.7
C 2.229 -0.789 -4.811 0.3 0.4 0.5
C 1.914 -0.008 -3.730 0.5 -0.1 -0.4
C 0.615 -0.035 -3.182 -0.2 0.4 0.6
C -0.373 -0.859 -3.767 -0.2 -0.4 -0.4
C -0.063 -1.634 -4.852 -0.5 0.3 0.3
C 0.297 0.768 -2.064 0.2 -0.4 -0.7
C 0.052 1.479 -1.118 -0.1 0.3 0.2
H 4.748 -3.926 -7.876 0.0 0.0 0.0
H 3.102 -3.894 -8.574 0.0 0.0 0.0
H 3.554 -5.132 -7.389 0.0 0.0 0.0
H 3.218 -0.745 -5.237 0.0 0.0 0.0
H 2.656 0.651 -3.298 0.0 0.0 0.0
H -1.372 -0.862 -3.353 0.0 0.0 0.0
H -0.814 -2.265 -5.310 0.0 0.0 0.0
```
Positions in Å, forces in eV/Å.

LUMO level (alpha / beta) (eV): -5.7 / -9.1
Frontier orbital gap (alpha / beta) (eV): 5.19 / 3.93
Multiplicity: 6
HOMO energy (alpha / beta) (eV): -10.9 / -13.0
Total charge: +2
Energy relative to the best compared isomer or geometry (same formula, charge and spin) (kJ/mol): 245.8

[2]
Computed, not measured: a structure of composition C28H25N5O4PbS2, with wB97M-V/def2-TZVPD.

The geometry in XYZ format:
```
65
Properties=species:S:1:pos:R:3:forces:R:3
Pb -0.400 0.440 -0.273 -0.1 -0.1 0.0
C -0.303 -5.180 4.815 0.0 0.0 0.0
C -0.364 -3.735 4.413 0.0 0.0 0.0
C 0.451 -2.785 5.018 0.0 0.0 0.0
C 0.383 -1.447 4.658 0.0 0.0 0.0
C -0.517 -1.064 3.676 0.0 0.0 0.0
C -1.357 -1.991 3.060 0.0 0.0 0.0
C -1.270 -3.317 3.432 0.0 0.0 0.0
S -0.589 0.607 3.176 0.0 -0.1 0.0
O -1.915 0.917 2.727 0.0 0.0 -0.1
O 0.104 1.428 4.113 0.0 0.0 0.0
N 0.280 0.651 1.753 0.0 0.2 -0.1
C 1.617 0.415 1.559 0.2 -0.1 0.0
C 2.659 0.420 2.480 -0.1 0.0 0.1
C 3.933 0.187 2.002 0.0 0.0 0.0
C 4.161 -0.049 0.644 -0.1 0.0 0.0
C 3.087 -0.049 -0.214 0.1 0.0 0.0
N 1.847 0.172 0.254 -0.1 0.0 -0.1
H 0.459 -5.352 5.572 0.0 0.0 0.0
H -0.083 -5.814 3.955 0.0 0.0 0.0
H -1.264 -5.504 5.219 0.0 0.0 0.0
H 1.139 -3.091 5.795 0.0 0.0 0.0
H 0.992 -0.706 5.157 0.0 0.0 0.0
H -2.091 -1.665 2.333 0.0 0.0 0.0
H -1.930 -4.045 2.975 0.0 0.0 0.0
H 2.457 0.638 3.518 0.0 0.0 0.0
H 4.766 0.195 2.693 0.0 0.0 0.0
H 5.154 -0.232 0.261 0.0 0.0 0.0
H 3.194 -0.257 -1.273 0.0 0.0 0.1
S -4.671 -0.421 -1.337 0.0 0.0 0.0
C -3.850 -1.856 -1.758 0.0 0.0 0.0
C -2.510 -1.792 -1.509 0.0 0.0 0.0
C -2.180 -0.533 -0.962 0.1 0.1 0.1
C -3.233 0.329 -0.800 -0.1 0.0 0.0
C -3.165 1.671 -0.202 0.0 -0.1 0.0
C -4.279 2.417 0.147 0.0 0.0 0.0
C -4.100 3.629 0.792 0.0 0.0 0.0
C -2.816 4.068 1.089 0.0 0.0 0.0
C -1.752 3.281 0.712 0.0 0.0 0.0
N -1.927 2.129 0.054 0.1 0.0 0.1
H -4.400 -2.684 -2.177 0.0 0.0 0.0
H -1.820 -2.597 -1.709 0.0 0.0 0.0
H -5.272 2.042 -0.059 0.0 0.0 0.0
H -4.960 4.219 1.080 0.0 0.0 0.0
H -2.642 4.995 1.616 0.0 0.0 0.0
H -0.730 3.563 0.938 0.0 0.0 0.0
O 3.236 -1.197 -3.289 0.0 0.0 0.0
C 3.549 -0.348 -4.385 0.0 -0.1 -0.1
N 2.603 -0.435 -5.462 0.0 0.1 0.0
C 1.474 0.313 -5.618 0.0 0.0 0.0
O 0.810 0.314 -6.626 0.0 0.0 0.0
C 1.020 1.194 -4.475 0.0 0.0 0.0
C 0.591 2.480 -4.790 0.0 0.0 0.0
C 0.041 3.275 -3.801 0.0 0.0 0.0
C -0.124 2.745 -2.537 0.1 0.0 0.0
N 0.263 1.497 -2.237 0.0 0.1 0.1
C 0.845 0.738 -3.183 0.0 0.0 0.1
H 3.479 -2.104 -3.506 0.0 0.0 0.0
H 4.535 -0.581 -4.782 0.0 0.0 0.0
H 3.569 0.662 -3.982 0.0 0.0 0.0
H 2.838 -0.984 -6.277 0.0 0.0 0.0
H 0.682 2.831 -5.810 0.0 0.0 0.0
H -0.282 4.286 -4.005 0.0 0.0 0.0
H -0.582 3.323 -1.749 0.0 0.0 0.0
H 1.161 -0.258 -2.899 0.0 0.0 0.0
```
Positions in Å, forces in eV/Å.

LUMO level (eV): -6.8
Frontier orbital gap (eV): 7.14
HOMO energy (eV): -14.0
Total charge: +2
Energy relative to the best compared isomer or geometry (same formula, charge and spin) (kJ/mol): 0.0

[3]
Computed, not measured: a structure of composition C28H26BrCl4O2RuSb2, with wB97M-V/def2-TZVPD.

The geometry in XYZ format:
```
64
Properties=species:S:1:pos:R:3:forces:R:3
Ru -0.724 -0.349 -0.425 -0.9 -1.7 -0.6
Cl -6.367 -4.533 -1.673 0.0 0.0 0.0
C -5.289 -3.493 -0.861 0.8 0.3 -1.4
C -5.393 -3.335 0.538 0.5 0.7 1.4
Cl -6.567 -4.237 1.389 0.0 0.2 0.0
C -4.537 -2.479 1.219 -0.9 -1.2 0.3
Cl -4.688 -2.283 2.916 0.0 0.1 0.0
C -3.523 -1.770 0.536 1.1 0.5 -0.2
O -2.729 -0.937 1.068 -0.9 0.3 -0.8
C -3.356 -2.018 -0.906 0.3 1.2 0.2
O -2.366 -1.489 -1.481 0.8 -0.7 1.0
C -4.296 -2.838 -1.573 -1.1 -0.8 -0.2
Cl -4.125 -3.072 -3.262 0.1 0.1 0.1
Br 0.778 -2.511 -0.596 -0.5 1.2 -0.5
C 1.072 -2.245 -2.499 0.2 -0.2 -0.2
C 1.831 -3.157 -3.175 -0.2 0.2 0.6
C 2.007 -2.995 -4.556 -0.1 0.2 -0.3
C 1.416 -1.955 -5.220 0.1 -0.2 0.0
C 0.624 -1.013 -4.533 -0.1 -0.1 0.5
C -0.035 0.042 -5.198 -0.1 0.2 0.0
C -0.825 0.923 -4.513 0.1 0.1 -0.1
C -0.943 0.827 -3.117 0.1 -0.1 -0.1
C -0.315 -0.180 -2.433 -0.5 0.6 0.9
C 0.456 -1.139 -3.119 0.0 0.0 -0.2
H 2.285 -3.985 -2.655 0.1 -0.1 0.0
H 2.600 -3.718 -5.090 0.1 -0.1 -0.1
H 1.532 -1.849 -6.289 0.0 0.0 -0.1
H 0.083 0.134 -6.268 0.0 0.0 -0.1
H -1.347 1.712 -5.032 0.0 0.1 -0.1
H -1.554 1.550 -2.575 0.0 -0.1 -0.2
C 2.093 1.992 -2.216 -0.3 -0.1 0.2
Sb 1.099 1.458 -0.385 1.1 0.2 0.2
C 0.644 3.392 0.442 -0.1 -0.3 -0.2
C 2.816 0.825 0.863 -0.5 -0.1 -0.5
C 2.884 1.694 2.059 0.0 0.2 0.5
C 3.654 2.854 1.992 -0.1 -0.2 0.1
C 3.674 3.760 3.034 -0.1 0.1 0.2
C 2.900 3.523 4.161 0.1 0.1 -0.1
C 2.156 2.363 4.253 0.0 -0.2 -0.2
C 2.149 1.417 3.228 0.3 0.6 -0.3
C 1.437 0.137 3.439 -0.8 -0.5 -0.6
Sb -0.474 -0.238 2.341 0.5 -0.2 1.1
C -1.617 1.301 3.305 0.1 -0.2 -0.4
C -1.096 -1.868 3.602 0.2 0.2 -0.2
H 2.852 2.741 -2.020 0.1 0.1 0.1
H 1.365 2.392 -2.919 0.0 0.0 0.0
H 2.551 1.110 -2.662 0.0 0.0 0.1
H 1.556 3.898 0.746 0.1 -0.1 0.0
H -0.007 3.277 1.306 0.0 0.0 0.0
H 0.135 3.987 -0.313 -0.1 0.0 -0.1
H 3.703 0.931 0.240 0.0 -0.1 0.0
H 2.661 -0.229 1.098 0.0 0.0 -0.1
H 4.243 3.039 1.104 0.1 0.0 -0.1
H 4.278 4.651 2.965 0.1 0.1 0.0
H 2.897 4.227 4.978 0.0 0.1 0.1
H 1.584 2.164 5.147 0.0 0.0 0.1
H 1.130 0.053 4.479 -0.1 -0.1 0.1
H 2.079 -0.712 3.203 0.0 -0.1 0.0
H -1.789 0.977 4.327 0.0 -0.1 0.1
H -2.570 1.428 2.799 0.0 0.0 0.0
H -1.065 2.237 3.312 0.1 0.0 0.0
H -0.744 -1.667 4.609 0.1 0.0 0.1
H -0.701 -2.823 3.266 0.0 0.0 -0.1
H -2.181 -1.899 3.599 0.0 0.0 -0.1
```
Positions in Å, forces in eV/Å.

LUMO level (alpha / beta) (eV): -5.5 / -5.5
Frontier orbital gap (alpha / beta) (eV): 4.53 / 4.53
HOMO energy (alpha / beta) (eV): -10.0 / -10.0
Total charge: +1

What maximum force values result from the calculations? In sequence: 0.9, 0.3, 2.0 eV Å⁻¹.